Entry 1:
83
Properties=species:S:1:pos:R:3 method="wB97M-V/def2-TZVPD" de_lowest_kcal_mol=87.1 orbital_gap_ev=9.514 energy_ev=-56594.44861 homo_energy_ev=-6.79 total_charge=-1
Cl 0.94 -1.03 1.37
O 0.50 0.35 1.23
O 2.42 -1.13 1.24
O 0.64 -1.58 2.67
O 0.32 -1.81 0.37
C -2.17 -1.09 -4.08
C -1.66 -1.59 -2.76
C -1.48 -3.10 -2.75
O -0.39 -1.02 -2.54
H -2.41 -0.03 -4.18
H -3.03 -1.69 -4.40
H -1.41 -1.24 -4.85
H -2.27 -1.25 -1.93
H -2.41 -3.51 -3.13
H -1.39 -3.40 -1.71
H -0.70 -3.41 -3.44
H -0.22 -1.36 -1.66
C 4.29 1.96 1.02
C 3.31 2.48 0.03
C 2.35 3.53 0.71
O 3.97 3.09 -1.06
H 4.83 2.83 1.39
H 4.97 1.28 0.51
H 3.94 1.30 1.81
H 2.74 1.64 -0.38
H 1.65 2.94 1.30
H 1.73 4.08 0.00
H 2.80 4.22 1.41
H 4.58 3.77 -0.76
C 4.83 -1.53 -1.74
C 3.51 -1.95 -2.50
C 2.89 -3.24 -2.01
O 2.66 -0.88 -2.13
H 5.73 -2.12 -1.93
H 4.69 -1.58 -0.66
H 5.15 -0.51 -1.94
H 3.69 -1.94 -3.58
H 3.42 -4.16 -2.23
H 1.94 -3.35 -2.54
H 2.75 -3.21 -0.93
H 2.54 -1.03 -1.19
C 0.05 2.53 -1.73
C -1.00 2.83 -2.76
C -1.10 4.29 -3.08
O -0.63 2.18 -3.93
H 0.15 1.46 -1.53
H -0.15 3.02 -0.77
H 0.96 3.02 -2.07
H -1.94 2.39 -2.44
H -0.13 4.72 -3.35
H -1.48 4.87 -2.24
H -1.86 4.38 -3.85
H -1.28 2.52 -4.55
C -4.97 -0.73 2.34
C -4.36 -0.62 0.88
C -2.96 0.01 0.82
O -4.41 -1.88 0.26
H -6.01 -1.07 2.31
H -4.90 0.26 2.80
H -4.36 -1.41 2.94
H -5.08 -0.02 0.31
H -2.63 0.11 -0.21
H -2.26 -0.66 1.32
H -3.22 0.97 1.27
H -3.80 -2.44 0.75
C -1.74 1.07 4.02
O -2.97 1.63 4.38
H -1.20 1.59 3.23
H -1.15 1.09 4.93
H -1.87 0.04 3.68
H -3.31 0.96 4.98
C -2.27 -3.77 2.57
O -2.72 -3.71 1.25
H -2.00 -4.79 2.87
H -1.42 -3.10 2.65
H -3.03 -3.44 3.27
H -2.18 -4.38 0.83
C 2.44 1.31 4.37
O 1.35 0.50 4.74
H 2.19 1.88 3.48
H 2.71 1.99 5.18
H 3.25 0.69 3.98
H 1.02 -0.05 4.03


Entry 2:
89
Properties=species:S:1:pos:R:3 method="wB97M-V/def2-TZVPD" multiplicity=6 de_lowest_kcal_mol=0.0 orbital_gap_ev="6.277 / 7.696" energy_ev=-82746.49835 s_squared=8.7542 homo_energy_ev="-6.85 / -8.21"
Cr 1.97 1.35 4.14
C -0.22 0.59 0.23
C 1.11 0.87 0.92
O 1.12 0.61 2.30
H -0.46 -0.47 0.29
H -0.20 0.78 -0.84
H -1.01 1.23 0.63
H 1.46 1.89 0.75
H 1.89 0.26 0.47
C 0.50 5.21 0.22
C -0.92 4.60 -0.12
O -1.60 5.38 -0.96
O 0.36 6.22 1.14
H 0.92 5.62 -0.69
H 1.06 4.36 0.62
H -1.64 4.56 0.70
H -0.84 3.63 -0.59
H -2.09 6.05 -0.47
H 0.97 6.14 1.88
C 1.95 -3.31 -0.77
C 1.33 -3.41 0.66
O -0.13 -3.40 0.77
O 1.32 -2.23 -1.38
H 1.71 -4.23 -1.30
H 3.04 -3.27 -0.72
H 1.65 -2.49 1.16
H 1.78 -4.22 1.22
H -0.43 -2.83 0.05
H 1.89 -1.87 -2.07
C 3.09 -1.24 3.91
C 4.34 -0.36 3.86
O 4.11 0.99 3.35
O 2.16 -0.81 4.95
H 3.27 -2.28 4.20
H 2.57 -1.27 2.95
H 5.00 -0.84 3.14
H 4.84 -0.34 4.83
H 4.92 1.19 2.86
H 2.15 -1.47 5.65
C 4.68 0.12 -0.44
C 5.24 -1.26 -0.15
O 5.47 -1.97 -1.35
O 5.62 0.67 -1.39
H 4.60 0.76 0.44
H 3.71 0.07 -0.93
H 4.52 -1.84 0.43
H 6.17 -1.12 0.41
H 5.79 -2.84 -1.11
H 5.87 -0.12 -1.88
C -1.87 -1.40 3.69
C -0.93 -2.50 4.16
O -1.13 -3.76 3.44
O -1.54 -0.93 2.42
H -1.87 -0.48 4.26
H -2.82 -1.93 3.66
H -1.08 -2.42 5.23
H 0.12 -2.22 4.05
H -0.85 -3.48 2.57
H -0.70 -0.47 2.35
C -4.03 2.39 -2.66
C -3.24 3.37 -3.62
O -2.30 2.69 -4.43
O -3.15 2.01 -1.60
H -4.44 1.54 -3.20
H -4.88 2.97 -2.27
H -2.73 4.18 -3.09
H -4.02 3.83 -4.23
H -2.72 1.90 -4.79
H -2.34 1.90 -2.09
C -1.49 -0.90 -3.60
C -1.43 -0.36 -5.00
O -2.59 0.15 -5.55
O -2.36 -1.94 -3.56
H -1.87 -0.17 -2.89
H -0.49 -1.29 -3.41
H -1.15 -1.23 -5.60
H -0.61 0.35 -5.05
H -2.52 0.48 -6.44
H -3.03 -1.68 -2.92
C -3.69 -1.73 0.28
C -4.69 -1.82 -0.82
O -4.25 -0.93 -1.84
O -3.97 -0.58 1.15
H -2.64 -1.58 0.02
H -3.74 -2.62 0.91
H -5.70 -1.57 -0.51
H -4.69 -2.80 -1.30
H -3.96 -0.13 -1.38
H -3.20 -0.49 1.72


Entry 3:
89
Properties=species:S:1:pos:R:3 method="wB97M-V/def2-TZVPD" orbital_gap_ev=8.424 energy_ev=-59839.15912 homo_energy_ev=-9.39
C 3.33 -0.94 -0.41
C 2.35 -0.22 -1.33
N 1.31 -1.12 -1.95
C 0.10 -0.98 -1.29
C -0.38 -1.63 -0.25
I 0.34 -3.20 0.87
C -1.70 -1.05 0.07
O -2.53 -1.40 0.86
O -1.90 0.04 -0.77
C -0.92 0.04 -1.70
O -0.88 0.72 -2.67
H 3.05 -1.96 -0.22
H 3.36 -0.43 0.53
H 4.32 -0.95 -0.84
H 2.88 0.30 -2.10
H 1.84 0.54 -0.75
H 1.19 -0.76 -2.89
C -1.13 3.43 -5.05
O -2.34 2.70 -4.86
H -1.37 4.36 -5.57
H -0.67 3.66 -4.09
H -0.43 2.85 -5.66
H -2.09 1.89 -4.40
C -1.29 -6.47 -0.60
O -0.19 -5.97 -1.34
H -1.04 -6.42 0.46
H -2.19 -5.87 -0.77
H -1.50 -7.52 -0.85
H -0.41 -6.02 -2.27
C 4.49 2.51 0.13
O 5.50 1.53 -0.08
H 3.53 2.01 0.11
H 4.62 3.00 1.10
H 4.51 3.27 -0.66
H 6.34 1.99 -0.06
C -3.59 -4.03 3.04
O -4.28 -3.52 1.91
H -4.01 -5.00 3.29
H -2.52 -4.15 2.82
H -3.70 -3.37 3.91
H -3.90 -2.66 1.71
C 3.44 -0.09 -5.72
O 3.09 0.37 -4.41
H 3.44 -1.17 -5.70
H 2.72 0.26 -6.46
H 4.44 0.26 -6.00
H 3.10 1.33 -4.44
C -4.73 -0.94 5.68
O -3.63 -0.39 4.95
H -4.50 -0.87 6.74
H -5.64 -0.38 5.47
H -4.88 -1.99 5.41
H -3.83 -0.46 4.01
C -5.69 1.30 -5.55
O -4.53 0.48 -5.63
H -6.55 0.66 -5.75
H -5.80 1.74 -4.56
H -5.66 2.09 -6.30
H -3.77 1.04 -5.46
C -3.77 4.41 -7.38
O -2.56 4.91 -7.96
H -4.13 5.15 -6.68
H -4.52 4.25 -8.16
H -3.57 3.47 -6.86
H -2.24 4.25 -8.59
C 6.50 1.36 3.07
O 6.95 2.69 2.82
H 6.52 0.81 2.13
H 7.16 0.86 3.78
H 5.48 1.37 3.45
H 6.93 3.14 3.67
C 8.32 2.75 6.98
O 7.48 3.33 5.99
H 7.86 1.81 7.29
H 9.32 2.54 6.59
H 8.41 3.41 7.85
H 7.89 4.16 5.72
C 0.81 -4.56 5.03
O 1.28 -5.47 4.03
H 1.63 -3.89 5.27
H -0.03 -3.97 4.65
H 0.50 -5.09 5.93
H 0.56 -6.07 3.82
C -6.92 2.31 4.16
O -7.56 1.06 3.93
H -7.38 2.78 5.02
H -5.85 2.17 4.36
H -7.04 2.97 3.29
H -7.14 0.66 3.16


Entry 4:
90
Properties=species:S:1:pos:R:3 method="wB97M-V/def2-TZVPD" smiles=OCCO.OCCO.OCCO.OCCO.OCCO.OCCO.OCCO.OCCO.OCCO de_lowest_kcal_mol=5.9 orbital_gap_ev=9.746 energy_ev=-56392.69394 homo_energy_ev=-9.48
C 2.36 -2.27 -3.82
C 1.50 -2.50 -5.07
O 0.79 -1.36 -5.52
O 3.48 -1.48 -4.05
H 2.72 -3.27 -3.55
H 1.76 -1.90 -2.98
H 0.78 -3.30 -4.88
H 2.18 -2.88 -5.84
H 1.40 -0.76 -5.98
H 3.20 -0.61 -4.35
C 3.96 -0.65 0.77
C 5.22 -0.72 1.57
O 6.37 -0.38 0.83
O 3.49 0.68 0.69
H 3.17 -1.30 1.16
H 4.19 -1.05 -0.24
H 5.30 -1.74 1.97
H 5.19 -0.03 2.42
H 6.29 -0.76 -0.05
H 2.62 0.63 0.27
C 1.90 2.73 2.77
C 2.87 3.86 2.82
O 2.25 5.09 2.44
O 1.38 2.55 1.43
H 1.04 2.96 3.43
H 2.33 1.78 3.07
H 3.67 3.69 2.10
H 3.31 3.96 3.82
H 1.56 5.27 3.09
H 0.78 3.28 1.25
C -1.73 -3.35 3.74
C -2.98 -4.16 3.77
O -3.12 -4.88 2.56
O -0.55 -4.14 3.47
H -1.58 -2.81 4.68
H -1.74 -2.60 2.95
H -3.84 -3.46 3.88
H -3.05 -4.82 4.64
H -3.66 -5.66 2.74
H -0.22 -4.45 4.32
C -2.35 0.62 4.73
C -3.58 0.25 3.93
O -3.41 0.80 2.62
O -1.16 0.00 4.28
H -2.49 0.37 5.78
H -2.24 1.71 4.61
H -4.49 0.63 4.42
H -3.69 -0.84 3.83
H -4.06 0.41 2.01
H -1.03 0.22 3.34
C -1.29 0.92 -3.81
C -1.31 2.38 -3.50
O -0.61 3.06 -4.55
O -0.03 0.46 -3.33
H -1.36 0.81 -4.90
H -2.07 0.36 -3.29
H -0.80 2.57 -2.55
H -2.35 2.70 -3.44
H -1.21 3.67 -4.98
H 0.21 -0.39 -3.72
C 0.11 -0.88 -0.27
C -0.90 -0.06 0.47
O -0.36 0.49 1.66
O 1.16 -0.10 -0.77
H -0.38 -1.42 -1.10
H 0.53 -1.66 0.37
H -1.75 -0.68 0.78
H -1.31 0.74 -0.17
H 0.38 1.12 1.51
H 0.92 0.23 -1.65
C 3.79 3.52 -2.70
C 2.84 2.39 -2.93
O 2.38 2.41 -4.28
O 4.89 3.38 -3.61
H 4.13 3.48 -1.66
H 3.29 4.47 -2.90
H 2.00 2.41 -2.23
H 3.36 1.44 -2.73
H 1.42 2.33 -4.28
H 5.68 3.72 -3.19
C -5.06 -1.35 -0.16
C -5.84 -2.43 0.57
O -7.24 -2.20 0.46
O -5.16 -0.09 0.52
H -5.40 -1.28 -1.20
H -4.00 -1.58 -0.18
H -5.54 -2.42 1.61
H -5.57 -3.40 0.14
H -7.57 -2.66 -0.31
H -6.08 0.19 0.46


Entry 5:
90
Properties=species:S:1:pos:R:3 method="wB97M-V/def2-TZVPD" smiles=OCCO.OCCO.OCCO.OCCO.OCCO.OCCO.OCCO.OCCO.OCCO de_lowest_kcal_mol=62.0 orbital_gap_ev=9.450 energy_ev=-56390.26065 homo_energy_ev=-9.23
C 3.30 -3.36 4.42
C 1.95 -3.71 3.74
O 1.94 -3.19 2.39
O 3.18 -2.03 4.95
H 4.17 -3.56 3.80
H 3.54 -4.00 5.27
H 1.06 -3.43 4.30
H 1.95 -4.79 3.59
H 1.01 -3.24 2.16
H 4.02 -1.86 5.40
C -1.44 -4.10 1.26
C -2.03 -2.76 1.72
O -3.10 -3.01 2.65
O -0.43 -4.62 2.01
H -0.92 -3.96 0.31
H -2.23 -4.85 1.21
H -2.51 -2.31 0.85
H -1.33 -2.03 2.13
H -3.89 -3.17 2.13
H -0.81 -5.16 2.70
C 2.08 4.60 0.77
C 2.89 4.99 2.00
O 3.77 6.09 1.85
O 2.94 4.06 -0.27
H 1.53 5.45 0.37
H 1.38 3.78 0.90
H 3.36 4.09 2.40
H 2.12 5.16 2.74
H 4.58 5.89 2.32
H 3.75 4.56 -0.38
C -1.97 5.60 -1.44
C -1.23 4.24 -1.34
O -1.11 3.69 -2.65
O -1.10 6.63 -1.74
H -2.46 5.90 -0.51
H -2.74 5.57 -2.21
H -1.85 3.55 -0.77
H -0.22 4.34 -0.94
H -0.51 4.27 -3.13
H -0.67 6.52 -2.58
C 0.38 -0.72 -0.40
C 0.14 0.83 -0.34
O -0.60 1.16 0.84
O -0.69 -1.37 -0.89
H 0.62 -0.94 0.64
H 1.24 -0.91 -1.04
H -0.24 1.36 -1.21
H 1.11 1.28 -0.16
H -1.53 1.21 0.62
H -0.73 -1.28 -1.85
C -1.69 -2.72 -4.03
C -2.21 -3.41 -2.78
O -2.94 -4.59 -3.14
O -0.85 -1.63 -3.67
H -2.57 -2.49 -4.63
H -1.03 -3.38 -4.60
H -2.86 -2.77 -2.18
H -1.30 -3.50 -2.18
H -3.12 -5.17 -2.39
H -0.59 -1.16 -4.47
C -4.41 2.31 -1.36
C -3.75 1.05 -0.83
O -3.14 1.37 0.42
O -5.02 1.89 -2.54
H -3.77 3.17 -1.56
H -5.19 2.69 -0.70
H -3.05 0.61 -1.55
H -4.53 0.35 -0.54
H -3.75 1.11 1.11
H -4.54 2.39 -3.20
C 1.64 1.14 3.75
C 0.53 0.09 4.00
O -0.79 0.61 3.66
O 1.71 1.40 2.36
H 2.58 0.74 4.11
H 1.44 2.08 4.26
H 0.51 -0.07 5.08
H 0.77 -0.89 3.58
H -0.77 0.88 2.74
H 0.90 1.74 1.99
C 2.58 -2.78 -4.73
C 2.67 -1.85 -3.48
O 3.97 -1.36 -3.23
O 3.19 -4.02 -4.44
H 3.14 -2.29 -5.53
H 1.53 -2.93 -4.95
H 2.43 -2.40 -2.58
H 1.99 -1.00 -3.51
H 4.51 -1.85 -2.60
H 4.10 -3.82 -4.20